Entry from OMol25: a 2-piece molecular cluster, C6H15NO3 overall in a non-equilibrium geometry (ωB97M-V/def2-TZVPD).

Results
Orbital gap ... 9.63 eV
LUMO ... 0.030 hartree
Highest occupied orbital energy ... -0.32421 Eh
Energy relative to the best compared isomer or geometry (same formula, charge and spin) ... 119.1 kcal per mole
SMILES ... CC(=O)N(C)C.CCOO
E ... -14093.6034 eV

Cartesian coordinates (Å):
C -1.83760 -0.96896 0.23865
C 1.84024 -1.10678 0.68522
C 0.58701 0.74125 1.69818
C -2.68277 0.22851 0.54523
N 0.91369 -0.00468 0.49834
H -2.41536 -1.75464 -0.24466
H -1.35425 -1.41546 1.10317
H 2.87801 -0.75949 0.72738
H 1.74334 -1.82571 -0.12660
H 1.61191 -1.60707 1.62653
H 0.01572 1.62306 1.42048
H -0.01346 0.09915 2.34938
H 1.48953 1.02404 2.24796
H -2.96050 0.76064 -0.36175
H -2.21446 0.91124 1.24975
H -3.61449 -0.10923 1.00934
C 1.94551 0.40226 -1.73908
C 0.83120 0.66516 -0.74727
O -0.90660 -0.73981 -1.23497
O -1.51730 0.10485 -2.19189
O 0.13821 1.68454 -0.84526
H -1.14356 0.98337 -1.93230
H 2.88401 0.79884 -1.34938
H 2.07796 -0.65369 -1.96155
H 1.70400 0.91859 -2.66489

What are the natural (NBO) partial charges on each atom? They are as follows, in elementary charge units: -0.07, -0.41, -0.41, -0.67, -0.47, 0.20, 0.20, 0.18, 0.21, 0.20, 0.24, 0.18, 0.19, 0.24, 0.21, 0.22, -0.71, 0.77, -0.34, -0.45, -0.70, 0.48, 0.23, 0.23, 0.24



Entry from OMol25: a 2-piece molecular cluster, C3H9O2P2 overall in a non-equilibrium geometry (ωB97M-V/def2-TZVPD).

Results
Orbital gap (spin up / spin down) ... 7.20 / 6.03 eV
LUMO (spin up / spin down) ... 0.142 / 0.144 hartree
Highest occupied orbital energy (spin up / spin down) ... -0.12201 / -0.07725 Eh
Total charge ... -1
Energy relative to the best compared isomer or geometry (same formula, charge and spin) ... 61.8 kcal per mole
E ... -25929.3512 eV

Cartesian coordinates (Å):
C 0.24026 -1.44277 0.99165
C 1.54292 -0.32164 -0.96933
C 0.25605 -1.00639 -0.46371
O -3.03492 0.44087 0.57022
O -2.45053 1.64682 -1.60902
P -0.74230 2.44046 0.81320
P -2.06146 1.06788 -0.32209
H 0.95304 -2.21271 1.35529
H 0.53390 -0.66488 1.63857
H -0.78093 -1.61989 1.22273
H 2.23806 0.13633 -0.22687
H 1.29013 0.51590 -1.64952
H 2.22617 -0.92103 -1.59833
H -0.31821 -1.64912 -1.15459
H 0.35961 2.31235 0.02645
H -0.25178 1.27783 1.37534

What are the natural (NBO) partial charges on each atom? They are as follows, in elementary charge units: -0.67, -0.67, -0.34, -1.14, -1.14, -0.17, 1.80, 0.16, 0.19, 0.23, 0.19, 0.21, 0.18, 0.18, -0.02, 0.00



Entry from OMol25: one molecule with the formula C4H2ClF in a non-equilibrium geometry (ωB97M-V/def2-TZVPD).

Results
Orbital gap ... 9.09 eV
LUMO ... 0.006 hartree
Highest occupied orbital energy ... -0.32766 Eh
Energy relative to the best compared isomer or geometry (same formula, charge and spin) ... 45.9 kcal per mole
SMILES ... C#C/C(F)=C/Cl
E ... -19415.5175 eV

Cartesian coordinates (Å):
C 0.80994 -0.88446 -0.98878
C -0.14392 -0.06594 -0.52881
C -0.16250 0.65898 0.65591
C -0.40933 1.21422 1.79556
H 1.85116 -1.06703 -0.43846
H -0.95271 1.76385 2.86630
F -1.19067 0.30671 -1.20477
Cl 0.19804 -1.92634 -2.15694

What are the natural (NBO) partial charges on each atom? They are as follows, in elementary charge units: -0.30, 0.29, -0.11, -0.20, 0.26, 0.31, -0.29, 0.05



Entry from OMol25: C42H66BrIN5O3PTi as an isolated structure (ωB97M-V/def2-TZVPD).

Results
Orbital gap ... 8.04 eV
LUMO ... -0.188 hartree
Highest occupied orbital energy ... -0.48343 Eh
Total charge ... +2
Energy relative to the best compared isomer or geometry (same formula, charge and spin) ... 3.5 kcal per mole
E ... -168758.4432 eV

Cartesian coordinates (Å):
Ti -0.47684 -0.34365 0.52669
C -4.12647 -2.47680 0.23828
C -3.24703 -2.88991 1.40214
N -2.03849 -3.63403 0.96048
C -1.18673 -4.12351 2.09276
C -0.04335 -3.18524 2.43888
N -0.40890 -1.77680 2.66665
C -1.07774 -1.60819 3.97157
C -1.31247 -0.14666 4.28194
C -2.27982 0.51832 3.32296
N -1.70471 0.91881 2.00775
C -2.77924 1.54450 1.20424
C -3.61356 0.47179 0.54492
N -2.72409 -0.42142 -0.22075
C -3.45318 -1.57815 -0.79402
H -5.01529 -2.00218 0.65713
H -4.49340 -3.36254 -0.28725
H -3.80286 -3.52688 2.09044
H -2.88666 -2.02361 1.95394
H -2.31443 -4.43810 0.39619
H -0.74459 -5.07101 1.78289
H -1.84567 -4.31570 2.93949
H 0.68616 -3.20564 1.64008
H 0.44118 -3.60586 3.32781
H 0.49341 -1.31146 2.77619
H -0.46611 -2.06357 4.75793
H -2.03025 -2.14474 3.96205
H -0.36436 0.39487 4.30618
H -1.73318 -0.07140 5.28591
H -2.69380 1.41848 3.78658
H -3.12269 -0.15065 3.13812
H -1.01186 1.63995 2.22176
H -2.31429 2.16054 0.44614
H -3.40795 2.18384 1.83050
H -4.37372 0.92505 -0.09906
H -4.14423 -0.11749 1.29115
H -2.40483 0.11389 -1.02897
H -2.72921 -2.14863 -1.37031
H -4.21994 -1.21877 -1.48652
O -0.58835 -2.04661 -0.56238
C 0.62804 -2.59807 -1.06022
C 1.77254 -1.81985 -0.34472
O 2.92889 -1.88268 -0.64978
O 1.30630 -1.09133 0.67080
C 0.71571 -2.50785 -2.58293
C 1.90957 -2.81865 -3.23511
C 1.97086 -2.80708 -4.61767
C 0.84011 -2.51651 -5.37287
C -0.35634 -2.24947 -4.73092
C -0.41540 -2.24788 -3.34156
C 0.69378 -4.09706 -0.72150
C 1.71821 -4.67965 0.01326
C 1.69290 -6.04177 0.29952
C 0.65091 -6.83524 -0.15214
C -0.36003 -6.26676 -0.92156
C -0.32851 -4.91221 -1.21265
H -1.39799 -3.03416 0.32220
H 2.79167 -3.05933 -2.65966
H 2.90478 -3.04014 -5.11169
H 0.89155 -2.51943 -6.45329
H -1.25037 -2.04770 -5.30735
H -1.35518 -2.04043 -2.85068
H 2.55492 -4.08262 0.35478
H 2.50159 -6.48218 0.86744
H 0.64031 -7.89515 0.06298
H -1.14938 -6.88904 -1.32410
H -1.08456 -4.48163 -1.86220
Br 0.11046 3.33332 4.11119
C 1.94308 3.34869 4.61851
C 2.34166 4.37613 5.46052
C 3.66112 4.44962 5.87568
C 4.57692 3.50035 5.44982
C 4.17520 2.47620 4.60772
C 2.85276 2.39384 4.18713
I 2.37985 0.82285 2.88885
H 1.61888 5.10972 5.78882
H 3.96822 5.25042 6.53378
H 5.60757 3.55155 5.77213
H 4.88987 1.73563 4.27613
C -0.27038 3.10823 -4.07365
C -0.80935 2.37941 -2.83447
C -1.20992 0.95554 -3.25848
C -2.09053 3.09343 -2.37981
P 0.42542 2.27486 -1.41459
N -0.12677 1.06711 -0.43305
C 2.12263 1.82929 -2.06491
C 1.95254 0.66175 -3.04431
C 3.00923 1.34672 -0.90328
C 2.84782 2.97052 -2.78831
C 0.50792 3.90686 -0.48611
C 0.59461 5.10565 -1.44266
C 1.73636 3.92515 0.43628
C -0.69836 4.11079 0.43496
H -1.06281 3.10528 -4.82534
H 0.58434 2.59775 -4.51074
H -0.00451 4.14479 -3.88582
H -2.21301 0.98505 -3.69005
H -1.20354 0.24847 -2.43080
H -0.54510 0.54736 -4.01410
H -2.79620 3.06482 -3.21173
H -1.93793 4.13906 -2.12841
H -2.56765 2.59170 -1.53542
H 1.32445 -0.13207 -2.64617
H 2.93531 0.22775 -3.23194
H 1.54719 0.97862 -4.00365
H 2.48657 0.67928 -0.22690
H 3.42968 2.16755 -0.33152
H 3.83971 0.78235 -1.32857
H 2.29487 3.37752 -3.63217
H 3.77916 2.55453 -3.17865
H 3.12026 3.78608 -2.12151
H 1.37339 5.00179 -2.19446
H 0.83686 5.98570 -0.84340
H -0.34960 5.31045 -1.94365
H 2.66893 4.04386 -0.10843
H 1.79363 3.03162 1.05625
H 1.63682 4.78682 1.09989
H -1.65749 4.09905 -0.07235
H -0.59170 5.09242 0.90109
H -0.69384 3.38183 1.24181

Here are the Mulliken charges for atoms 1 to 99, given in e: 1.20, -1.86, 0.55, 0.94, -0.75, -0.87, 0.00, -0.77, -0.71, -0.69, 0.94, 0.66, -0.98, 0.76, 0.08, 0.43, 0.53, 0.54, -0.82, 0.63, 0.43, 0.47, -0.01, 0.84, -0.25, 0.51, 0.36, -0.12, 0.50, 0.51, 0.24, -0.91, -1.63, 0.74, 0.41, 0.60, -0.61, -0.50, 0.78, 1.41, 2.00, -0.29, -0.61, -0.29, -0.39, -0.13, -1.01, -0.71, -1.09, 0.44, 0.28, 0.00, -0.96, -0.80, -0.71, -0.41, -1.73, 0.51, 0.48, 0.45, 0.49, 0.06, 0.54, 0.49, 0.43, 0.50, 0.62, 0.00, 0.62, -0.67, -0.59, -0.70, -0.74, 0.45, 0.18, 0.43, 0.40, 0.40, 0.38, -1.93, 1.99, -1.63, -1.84, -0.62, 0.64, 2.38, -1.81, -1.17, -2.05, 2.36, -1.84, -1.95, -1.18, 0.53, 0.42, 0.26, 0.69, -0.27, 0.39



Entry from OMol25: one molecule with the formula C20H28N2O5 (ωB97M-V/def2-TZVPD).

Results
Orbital gap ... 9.74 eV
LUMO ... 0.023 hartree
Highest occupied orbital energy ... -0.33499 Eh
Energy relative to the best compared isomer or geometry (same formula, charge and spin) ... 14.1 kcal per mole
SMILES ... CCOC(=O)[C@@H](CCc1ccccc1)N[C@@H](C)C(=O)N1CCC[C@@H]1C(=O)O
E ... -34414.2189 eV

Cartesian coordinates (Å):
C 2.12509 0.75536 4.31907
C 1.13469 0.09708 3.37879
H 0.11279 0.14300 3.77022
H 1.38935 -0.95293 3.20740
O 1.17279 0.79794 2.12583
C 0.25430 0.48577 1.23059
O -0.59341 -0.36439 1.39554
C 0.38859 1.26011 -0.08260
N 0.93738 0.40382 -1.12543
H 1.89731 0.14943 -0.89526
C 0.19493 -0.81345 -1.38589
C 0.62722 -1.92480 -0.43287
O 1.80792 -1.96192 -0.05887
N -0.24555 -2.86672 -0.08741
C -1.67983 -2.84098 -0.31624
C -2.20539 -4.02402 0.49390
H -3.11662 -4.43993 0.07042
C -1.03806 -5.00700 0.47647
C 0.16666 -4.08366 0.61533
H 1.07397 -4.47945 0.13931
C 0.51557 -3.81482 2.10027
O -0.08461 -4.31940 3.00722
O 1.55576 -3.02282 2.27909
H 1.87011 -2.63247 1.40613
H -1.08276 -5.71367 1.30195
H -0.99694 -5.55012 -0.46827
H -2.39796 -3.71449 1.52033
H -2.09327 -1.89268 0.03065
H -1.89234 -2.96595 -1.38416
C 0.50335 -1.28904 -2.81107
H 1.56445 -1.50739 -2.90316
H 0.24704 -0.50541 -3.51793
H -0.06408 -2.18492 -3.05041
H -0.87051 -0.59943 -1.28639
C 1.23852 2.52106 0.05437
H 0.80829 3.15087 0.83462
H 2.24740 2.24179 0.36104
C 1.30441 3.30024 -1.26592
C -0.05453 3.78307 -1.68377
C -0.80971 3.06270 -2.60063
C -2.07747 3.48578 -2.95878
C -2.60765 4.63803 -2.40376
C -1.86295 5.36373 -1.48970
C -0.59629 4.93713 -1.13218
H -0.01802 5.50864 -0.41959
H -2.27039 6.26517 -1.05524
H -3.59648 4.97047 -2.68370
H -2.65403 2.91634 -3.67377
H -0.39467 2.16332 -3.03164
H 1.97434 4.15200 -1.13267
H 1.71529 2.64590 -2.03448
H -0.62872 1.53185 -0.39614
H 3.12557 0.70880 3.89810
H 1.86184 1.79777 4.47949
H 2.11734 0.23470 5.27180

What are the natural (NBO) partial charges on each atom? They are as follows, in elementary charge units: -0.62, -0.09, 0.19, 0.22, -0.50, 0.81, -0.64, -0.15, -0.62, 0.38, -0.14, 0.73, -0.71, -0.41, -0.22, -0.41, 0.22, -0.41, -0.16, 0.23, 0.79, -0.59, -0.70, 0.52, 0.25, 0.21, 0.23, 0.23, 0.19, -0.60, 0.22, 0.22, 0.21, 0.22, -0.38, 0.21, 0.22, -0.43, -0.02, -0.23, -0.19, -0.23, -0.22, -0.17, 0.20, 0.21, 0.21, 0.21, 0.22, 0.21, 0.23, 0.22, 0.21, 0.21, 0.22



Entry from OMol25: one molecule with the formula C3H6ClNO in a non-equilibrium geometry (ωB97M-V/def2-TZVPD).

Results
Orbital gap ... 8.82 eV
LUMO ... 0.013 hartree
Highest occupied orbital energy ... -0.31126 Eh
Energy relative to the best compared isomer or geometry (same formula, charge and spin) ... 77.0 kcal per mole
E ... -19265.4279 eV

Cartesian coordinates (Å):
C -0.44718 -0.69236 -0.43872
C 0.19539 0.77452 -0.72469
C 0.19994 -1.27895 0.80536
N 0.32390 1.71093 0.12015
O -1.65965 -0.22697 -0.36660
Cl 0.06860 1.30209 -2.32557
H -0.28054 -1.30520 -1.25195
H 0.06987 -2.35163 0.70286
H -0.50946 -1.15628 1.70655
H 1.20789 -0.98497 0.86784
H 0.77125 1.54730 0.97091
H 0.05998 2.66152 -0.06614

What are the natural (NBO) partial charges on each atom? They are as follows, in elementary charge units: 0.14, 0.28, -0.68, -0.72, -0.69, 0.06, 0.15, 0.22, 0.23, 0.20, 0.41, 0.40